Entry 1:
{"formula": "C34H32BBrFN4O6ReS", "method": "wB97M-V/def2-TZVPD", "charge": 1, "gap_ev": [6.06, 6.37], "e_homo_ev": [-9.6, -10.0], "largest_force_ev_per_a": 0.31, "multiplicity": 4, "species": ["Re", "Br", "S", "F", "O", "O", "O", "O", "O", "O", "N", "N", "N", "N", "C", "C", "C", "C", "C", "C", "C", "C", "C", "C", "C", "C", "C", "C", "C", "C", "C", "C", "C", "C", "C", "C", "C", "C", "C", "C", "C", "C", "C", "C", "C", "C", "C", "C", "B", "H", "H", "H", "H", "H", "H", "H", "H", "H", "H", "H", "H", "H", "H", "H", "H", "H", "H", "H", "H", "H", "H", "H", "H", "H", "H", "H", "H", "H", "H", "H", "H"], "xyz": [[-1.9486, 1.9854, 0.0352], [-7.8193, 4.1581, -4.2618], [3.6165, 2.4101, -7.2807], [3.1518, -2.3909, 0.9432], [-2.4131, 3.7887, -0.0854], [-0.6946, 0.6336, 0.9421], [-2.4680, 5.9875, -0.3702], [-3.0581, 1.9207, 1.7657], [-3.6963, 1.4639, 3.8475], [2.8022, 4.9288, -7.6071], [5.2924, -5.5919, 3.5780], [-0.7943, -1.2104, 4.5839], [3.0939, -3.8386, 3.3297], [-2.8192, 0.3064, -0.5827], [2.1583, -2.1182, 1.8123], [-6.3297, 4.3751, -3.1210], [-1.6218, -3.2547, 5.7240], [-0.7850, 0.1133, 2.1002], [-1.7725, 0.3761, 3.0629], [-0.7442, 2.1023, -1.5528], [-0.0005, 2.1724, -2.5191], [0.9880, 1.1566, -4.5170], [-0.9212, -1.9145, 5.8722], [-4.8892, 3.5137, -1.4236], [0.8612, 2.2478, -3.6539], [-4.1430, 4.6866, -1.4660], [-4.5140, 5.7105, -2.3319], [0.2300, -0.8711, 2.4412], [-5.9892, 3.3530, -2.2492], [-2.9495, 4.9192, -0.6050], [4.3331, -3.3481, 3.9128], [2.4313, 3.4876, -5.0049], [2.7782, 3.6471, -9.6307], [3.3467, -4.8321, 2.2975], [1.2284, -1.1741, 1.5046], [1.5839, 3.4151, -3.9147], [-5.6041, 5.5558, -3.1693], [1.1619, -2.5209, 3.9499], [5.0628, -4.4947, 4.5859], [-2.9425, 1.3302, 2.9102], [-3.3245, -0.7226, -0.7647], [4.0040, -6.0400, 2.9331], [0.2016, -1.5326, 3.6751], [1.8113, 1.2396, -5.6249], [-1.7159, -0.3020, 4.2569], [2.5356, 2.4031, -5.8723], [2.9911, 3.8917, -8.1663], [2.1340, -2.8243, 3.0255], [-3.9504, -2.1371, -0.9312], [5.7606, -6.3830, 4.0210], [2.4702, 4.5682, -10.1188], [-1.0888, -3.9191, 5.0438], [5.9222, -5.2477, 2.8487], [-3.9343, 6.6234, -2.3426], [0.4211, 0.2560, -4.3232], [4.2499, -6.8067, 2.2013], [-3.0307, -2.9028, -0.7280], [-4.8104, -2.2197, -0.0867], [2.0248, 2.8701, -9.7562], [-1.6934, -3.7419, 6.6957], [1.8883, 0.4061, -6.3102], [6.0327, -4.1926, 4.9758], [-6.5768, 2.4468, -2.2138], [3.0031, 4.3830, -5.1935], [-2.4875, -0.0900, 4.9875], [3.3886, -6.4624, 3.7250], [4.9879, -2.8794, 3.1599], [-2.6315, -3.1166, 5.3383], [-1.4869, -1.2560, 6.5276], [-5.8910, 6.3418, -3.8531], [3.7020, 3.2728, -10.0767], [2.4047, -5.1430, 1.8475], [1.2520, -0.6509, 0.5582], [4.4608, -4.9288, 5.3820], [-4.3781, -2.2229, -2.0541], [-4.6468, 2.7250, -0.7223], [0.0719, -2.0117, 6.3087], [4.1127, -2.5940, 4.6667], [3.9875, -4.4543, 1.4884], [1.4840, 4.2601, -3.2468], [1.1414, -3.0907, 4.8667]]}


Entry 2:
{"formula": "C15H18O", "method": "wB97M-V/def2-TZVPD", "gap_ev": 9.26, "e_homo_ev": -8.5, "smiles": "CCc1ccc(O)cc1.Cc1ccccc1", "largest_force_ev_per_a": 2.72, "species": ["O", "C", "C", "C", "C", "C", "C", "C", "C", "C", "C", "C", "C", "C", "C", "C", "H", "H", "H", "H", "H", "H", "H", "H", "H", "H", "H", "H", "H", "H", "H", "H", "H", "H"], "xyz": [[1.3421, -3.3482, -1.6634], [0.7252, 0.1983, -1.1472], [-0.5143, -0.5513, -3.0723], [1.1005, -1.1041, -0.9243], [-0.0774, 1.8550, 2.0204], [-1.2524, -0.2557, 2.3376], [0.0419, 2.6921, -3.3335], [-0.2727, -2.0653, 3.5200], [-0.0716, -1.8709, -2.9267], [0.7283, -2.0999, -1.8369], [0.8141, -1.2701, 3.9554], [-1.3652, -1.5294, 2.8495], [-0.1809, 0.4644, -2.2064], [-0.0518, 0.4348, 2.4607], [-0.7719, 1.8454, -2.3248], [0.9073, 0.0168, 3.3776], [-0.5089, 2.7901, -4.2801], [-0.8242, 2.5344, 2.4490], [-1.2178, -0.3854, -3.8853], [1.5737, -1.6132, 4.6392], [-2.0388, 0.2968, 1.8364], [-2.2597, -2.1390, 2.8636], [0.2375, 3.7004, -2.9839], [-0.4150, -2.6958, -3.5260], [0.9534, 2.2321, -3.6969], [1.1325, -3.6665, -0.7793], [-1.7790, 1.7461, -2.7393], [1.7219, -1.4357, -0.1014], [-0.2160, -3.0444, 3.9888], [1.7510, 0.5899, 3.7415], [0.7939, 2.4522, 2.3285], [-0.1726, 1.8752, 0.9405], [1.0278, 1.0331, -0.5309], [-0.8610, 2.3179, -1.3503]]}


Entry 3:
{"formula": "C18H26AsN2O6PbS2Si2Te4", "method": "wB97M-V/def2-TZVPD", "charge": -1, "gap_ev": 6.02, "e_homo_ev": -4.7, "largest_force_ev_per_a": 1.53, "species": ["Pb", "Te", "Te", "Te", "Te", "As", "S", "S", "Si", "Si", "O", "O", "O", "O", "O", "O", "N", "N", "C", "C", "C", "C", "C", "C", "C", "C", "C", "C", "C", "C", "C", "C", "C", "C", "C", "C", "H", "H", "H", "H", "H", "H", "H", "H", "H", "H", "H", "H", "H", "H", "H", "H", "H", "H", "H", "H", "H", "H", "H", "H", "H", "H"], "xyz": [[-0.1442, 0.4810, 1.4338], [0.9625, 1.3169, 4.4424], [4.5325, 0.2241, 3.1277], [2.7248, 2.3822, 2.7186], [2.8954, 0.4126, 0.8981], [-0.7644, -2.2035, 0.9206], [1.3712, 4.5923, 1.1339], [0.7576, 2.1889, -1.4431], [-1.5083, -2.0034, -1.2999], [1.1061, -3.5598, 0.5822], [0.4145, 5.4313, 0.4782], [0.6504, 2.2317, -2.8801], [-0.3807, 2.6779, -0.6992], [1.1080, 0.8006, -0.9490], [2.1409, 5.2100, 2.2025], [0.8262, 3.2872, 1.6580], [-2.8406, 0.8214, 1.6842], [-5.7760, 3.9381, -0.4822], [-2.9290, -0.7662, -1.3064], [-5.2977, 3.0730, 0.1023], [-3.3710, 1.8491, 1.0303], [4.9114, 3.9665, -0.6743], [-2.2152, -3.6978, -1.7427], [-0.4545, -1.5012, -2.7638], [2.5683, 4.0442, -0.0941], [-5.0240, -0.0518, 2.0794], [0.4786, -5.3161, 0.8476], [3.8824, 4.4527, 0.1129], [2.2827, 3.1228, -1.1144], [4.6304, 3.0773, -1.6971], [-5.5847, 0.9979, 1.3777], [3.3290, 2.6659, -1.9141], [1.9260, -3.5373, -1.1063], [-4.7451, 1.9715, 0.8474], [-3.6451, -0.1041, 2.2044], [2.4955, -3.2947, 1.8185], [-5.6387, -0.8295, 2.5099], [1.2604, -6.0647, 0.6895], [1.2506, -3.8659, -1.8976], [2.7976, -4.1977, -1.1023], [5.4305, 2.6869, -2.3131], [-1.0622, -1.5500, -3.6720], [-2.5242, 0.2451, -1.1992], [2.1427, -2.9140, 2.7797], [-2.6821, 2.5882, 0.6304], [-3.4778, -0.8008, -2.2508], [3.0254, -4.2344, 1.9982], [-6.6537, 1.0698, 1.2286], [-2.8509, -3.6527, -2.6315], [3.2241, -2.5757, 1.4393], [0.4187, -2.1379, -2.8998], [5.9304, 4.2726, -0.4753], [4.0761, 5.1487, 0.9177], [-3.6348, -0.9453, -0.4919], [-0.3527, -5.5343, 0.1728], [0.1048, -5.4198, 1.8695], [3.0921, 1.9604, -2.6991], [2.2683, -2.5285, -1.3535], [-2.8021, -4.0992, -0.9136], [-1.4056, -4.4063, -1.9418], [-0.0939, -0.4784, -2.6563], [-3.1571, -0.9177, 2.7283]]}


Entry 4:
{"formula": "C11H9Br2N2O", "method": "wB97M-V/def2-TZVPD", "charge": 1, "gap_ev": 7.27, "e_homo_ev": -13.0, "largest_force_ev_per_a": 10.20, "species": ["Br", "Br", "O", "N", "N", "C", "C", "C", "C", "C", "C", "C", "C", "C", "C", "C", "H", "H", "H", "H", "H", "H", "H", "H", "H"], "xyz": [[1.4476, -2.2598, 1.5147], [-3.3937, -0.1772, -5.1479], [-1.7241, -1.6094, -3.2904], [-1.0678, -0.4620, 1.8497], [6.9511, -0.0590, 3.6185], [-0.0118, -0.9950, 0.8624], [-1.1694, 0.3904, -1.2902], [-2.0452, -0.3434, -3.6789], [-2.3027, 0.9434, -0.1966], [-4.1394, 3.2581, -0.9074], [-3.5250, 1.9985, -0.6333], [-2.2059, 0.4708, 1.3944], [4.8515, -1.6016, 2.6460], [0.0144, -0.6214, -0.7413], [5.9991, -0.7584, 3.1776], [-1.3038, 0.8812, -2.8828], [0.7882, -1.0275, -1.5200], [-1.9640, 1.8516, -2.9974], [5.1891, -2.1946, 1.7916], [4.4914, -2.2763, 3.4277], [-0.2044, 1.0489, -3.3169], [4.0295, -0.9544, 2.3278], [-1.0243, -0.7270, 2.8786], [-4.6434, 4.3348, -1.0147], [-3.0371, 0.8892, 2.1289]]}


Entry 5:
{"formula": "C8H17O4P", "method": "wB97M-V/def2-TZVPD", "gap_ev": [6.39, 9.18], "e_homo_ev": [-7.0, -8.5], "largest_force_ev_per_a": 1.84, "species": ["P", "O", "O", "O", "O", "C", "C", "C", "C", "C", "C", "C", "C", "H", "H", "H", "H", "H", "H", "H", "H", "H", "H", "H", "H", "H", "H", "H", "H", "H"], "xyz": [[-1.1746, 0.6017, -1.0706], [1.4374, -0.2279, -1.4855], [-1.1744, 1.8135, -2.1819], [-1.7909, 1.3059, 0.2465], [-2.0060, -0.5419, -1.4449], [-1.9534, 1.6682, -3.3535], [-0.3738, -1.3175, 2.2964], [1.9882, -1.9094, 1.4714], [-0.0509, -2.8380, 0.2758], [0.5220, -1.9329, 1.2925], [1.7166, 1.0163, -0.8883], [0.5065, 0.2728, -0.5791], [-1.2029, 2.4773, 0.7718], [2.5292, 1.0088, -0.1671], [-0.1184, 2.3668, 0.8594], [-1.0469, -2.5173, -0.0198], [-0.5686, -2.0374, 3.0999], [0.5808, -2.8718, -0.6106], [-1.6408, 2.6353, 1.7578], [2.4787, -1.7078, 0.5163], [2.3431, -2.8922, 1.7979], [0.0710, -0.4340, 2.7472], [1.7026, 1.8669, -1.5622], [2.2987, -1.1669, 2.2018], [-1.5049, 0.9362, -4.0286], [-1.3294, -1.0522, 1.8496], [-0.1233, -3.8595, 0.6709], [-1.4176, 3.3368, 0.1316], [-1.9741, 2.6489, -3.8301], [-2.9674, 1.3443, -3.1130]]}


Entry 6:
{"formula": "C2H8IN2S", "method": "wB97M-V/def2-TZVPD", "charge": 1, "gap_ev": 8.93, "e_homo_ev": -13.1, "largest_force_ev_per_a": 3.38, "species": ["I", "S", "N", "N", "C", "C", "H", "H", "H", "H", "H", "H", "H", "H"], "xyz": [[-2.8712, -1.5618, 0.0458], [1.9138, 0.3046, 0.5653], [-2.1809, 0.3132, -0.2340], [-0.1405, -0.5112, 1.7887], [0.4378, -0.3828, 0.6207], [2.1327, 0.5586, -1.2360], [-1.0323, -0.9631, 1.7807], [3.2194, 0.8475, -1.2532], [-0.1772, -0.6900, -0.2657], [0.2328, -0.3521, 2.7424], [-2.8920, 1.0174, 0.1137], [2.0831, -0.4433, -1.6873], [1.4543, 1.2923, -1.7081], [-2.1798, 0.5708, -1.2732]]}


Entry 7:
{"formula": "C37H45F4Zr", "method": "wB97M-V/def2-TZVPD", "charge": -1, "gap_ev": 4.78, "e_homo_ev": -2.7, "largest_force_ev_per_a": 6.62, "species": ["Zr", "F", "F", "F", "F", "C", "C", "C", "C", "C", "C", "C", "C", "C", "C", "C", "C", "C", "C", "C", "C", "C", "C", "C", "C", "C", "C", "C", "C", "C", "C", "C", "C", "C", "C", "C", "C", "C", "C", "C", "C", "C", "H", "H", "H", "H", "H", "H", "H", "H", "H", "H", "H", "H", "H", "H", "H", "H", "H", "H", "H", "H", "H", "H", "H", "H", "H", "H", "H", "H", "H", "H", "H", "H", "H", "H", "H", "H", "H", "H", "H", "H", "H", "H", "H", "H", "H"], "xyz": [[1.2286, 1.3423, 0.0550], [2.4506, -1.9240, -4.4879], [1.5896, -6.2654, -2.7481], [-8.1133, -3.9065, 1.1738], [-4.9981, -7.4835, 0.8592], [-3.8678, -3.1559, -1.0386], [1.1461, 1.2909, 2.9094], [-0.0311, -4.5588, -2.4617], [-2.6361, -3.5666, -1.5231], [-0.8555, 2.8250, 0.1516], [-0.0596, 3.8811, 0.7519], [0.4925, -1.1871, 2.6040], [-4.4391, -5.3742, -0.0688], [-0.0723, 1.6223, 3.6686], [3.2086, 1.3507, 1.7649], [-6.0284, -3.5407, 0.0909], [-5.3470, -6.1767, 0.6075], [1.7198, 3.9876, -2.4605], [-0.3021, 2.8000, -1.1953], [1.3839, 0.0071, 2.3830], [-6.5841, -5.7197, 1.0398], [-0.9931, 2.1148, -2.3374], [2.6259, 0.0433, 1.6398], [4.5605, 1.8027, 1.2974], [-0.3576, 4.5099, 2.0096], [-0.1314, -0.4386, -0.4181], [2.3570, 2.0557, 2.6682], [2.0508, -4.1178, -3.6569], [2.8308, 1.2022, -1.5462], [1.6222, -2.8089, -3.8368], [0.8803, 3.6561, -1.2656], [1.1988, -4.9646, -2.9617], [1.1633, 4.1349, 0.0489], [-2.1011, 2.1030, 0.6312], [-6.8938, -4.3910, 0.7620], [0.3975, -2.3483, -3.3778], [2.3692, 4.9550, 0.4760], [-0.4655, -3.2220, -2.6644], [-1.7273, -2.7551, -2.1882], [3.2363, -1.1199, 0.9345], [2.6670, 3.4262, 3.0006], [-4.7649, -4.0181, -0.3460], [4.6561, 1.8595, 0.1998], [2.8590, 3.9615, 1.8276], [0.6536, -1.8041, 3.5347], [-6.2885, -2.5107, -0.1150], [-4.1696, -2.1213, -1.1995], [2.8175, 4.8875, 1.4983], [-2.3687, -4.6082, -1.3912], [-0.0369, 2.6800, 3.9213], [3.4499, -1.9267, 1.6628], [2.8869, 2.0177, -2.3219], [5.3108, 1.0435, 1.6010], [2.7337, 3.7667, -2.1333], [-2.0125, -1.7227, -2.3966], [4.7968, 2.8188, 1.6620], [0.0830, -1.3256, -3.5488], [1.7964, 3.9022, 3.4898], [3.4733, 3.6545, 3.7283], [3.1449, 4.8773, -0.2966], [0.0869, -1.0374, -1.3314], [-1.9705, 1.6972, -2.0160], [-0.3798, 1.2813, -2.7357], [3.8395, 1.3613, -1.1260], [2.5470, -1.5258, 0.1631], [2.0223, 5.9878, 0.5093], [-7.2721, -6.3709, 1.5683], [-2.1057, 1.9095, 1.7397], [0.5833, 4.7608, 2.5155], [-0.2532, 1.1470, 4.6407], [-0.9771, 1.4627, 3.0531], [1.6166, 3.1637, -3.2031], [-1.1709, 2.8374, -3.1554], [-3.0435, 2.6414, 0.4070], [-0.6457, -5.2615, -1.9154], [-0.1237, -1.2601, 0.3497], [-3.4884, -5.7875, -0.3781], [1.6497, 5.0418, -2.8436], [3.0072, -4.4654, -4.0355], [-2.2198, 1.1148, 0.1176], [-0.7487, 3.7662, 2.6988], [-0.5721, -0.8816, 2.4185], [2.7808, 0.3216, -2.2296], [-1.2079, -0.2040, -0.3078], [4.1728, -0.8009, 0.4426], [-0.9343, 5.3876, 2.2671], [0.6115, -1.8041, 1.7189]]}


Entry 8:
{"formula": "C5H41O16", "method": "wB97M-V/def2-TZVPD", "charge": -1, "gap_ev": 9.73, "e_homo_ev": -7.1, "largest_force_ev_per_a": 7.02, "species": ["O", "O", "O", "O", "O", "O", "O", "O", "O", "O", "O", "O", "O", "O", "O", "O", "C", "C", "C", "C", "C", "H", "H", "H", "H", "H", "H", "H", "H", "H", "H", "H", "H", "H", "H", "H", "H", "H", "H", "H", "H", "H", "H", "H", "H", "H", "H", "H", "H", "H", "H", "H", "H", "H", "H", "H", "H", "H", "H", "H", "H", "H"], "xyz": [[-1.4973, 1.9507, -3.3697], [2.7956, 1.0176, -2.0838], [-2.6788, 2.0347, 0.8690], [0.1077, -0.3656, -2.8266], [-1.0810, -1.8305, 2.6669], [-3.6469, 1.8027, -1.7539], [-1.3282, -2.9405, -1.8274], [-2.4165, -0.3999, -0.7907], [2.7990, -1.0465, -0.4259], [1.3008, -2.4065, -1.8812], [-0.8854, 4.3213, 0.4260], [-2.8425, -2.2585, 0.9245], [2.5730, -2.1278, 1.9935], [0.9447, -4.5842, -0.4996], [0.0542, 3.2797, -1.6937], [0.4226, -3.8900, 1.9535], [-0.1152, -0.0819, 1.2380], [1.9889, 3.1089, 1.6933], [-0.3536, -0.5688, 2.6967], [1.5390, 1.6491, 2.0847], [0.1348, 1.4555, 1.3932], [2.2406, 0.4391, -2.6839], [-1.6946, -0.8786, -1.1068], [-3.4476, 0.8877, -1.4012], [2.1699, -1.6758, -0.8481], [-0.7160, -0.4752, -2.5191], [2.2643, 1.7905, -1.8676], [-1.0338, -0.1644, 0.6916], [1.3146, -3.8829, 2.4381], [3.2569, -1.5927, 2.0892], [-1.8014, 2.5754, 0.7732], [1.5940, 3.4843, 0.7867], [-2.2015, 1.8841, -2.6603], [1.4708, 1.5210, 3.2030], [0.6408, -0.7928, 3.2922], [2.2951, 1.0346, 1.7173], [-0.9448, 1.1358, -3.3628], [-1.7005, -3.0358, -2.7342], [2.7353, -0.1535, -0.8139], [2.0608, -2.5720, -2.4766], [-0.4095, 2.6756, -2.3072], [1.6057, 3.8074, 2.4278], [-0.7459, 0.1743, 3.3179], [0.7109, -1.1425, -2.4357], [-3.4975, 2.3514, -1.0297], [2.3831, -1.8879, 1.1068], [1.1266, -3.7892, -0.9695], [3.0848, 3.1358, 1.7917], [0.6284, -4.3536, 1.1344], [0.2209, 1.9972, 0.3803], [-2.1907, 1.2264, 0.6299], [-0.1103, 4.7112, 0.4223], [-2.6058, -2.9988, 0.3736], [0.7271, -0.5895, 0.7005], [-2.9114, -1.0458, -0.1369], [-2.0338, -2.0269, 1.5203], [0.1155, 4.0822, -2.1296], [-0.0736, -4.5671, -0.5811], [-0.5883, 2.0785, 2.0351], [-0.4715, -2.6471, -1.7449], [-0.8693, 3.7108, -0.3170], [-0.4130, -2.5507, 2.5072]]}


Calculated total energy / eV: -140416.6563; -17893.4953; -167043.0317; -156643.5920; -26047.8806; -24112.1483; -51245.7724; -38611.8557